# C16H31BN3O5

A 3-piece molecular cluster, C16H31BN3O5 overall in a non-equilibrium geometry (wB97M-V/def2-TZVPD, OMol25).

Summary:
LUMO (eV): -2.8
Calculated total energy (eV): -32476.731
Gap between HOMO and LUMO (eV): 9.675
Net charge: +1

Last column: Löwdin charge in e.
Positions of all 56 atoms, in Å:
C -0.01 -2.16 3.34  -0.06
C 1.47 -2.39 3.06  -0.38
C 2.31 -1.51 3.98  -0.07
C 1.89 -2.19 1.58  -0.06
C 1.21 -1.08 0.86  -0.16
N 1.84 0.01 0.57  0.18
C 1.04 1.06 -0.11  -0.08
B 1.55 2.48 0.48  -0.58
N 2.89 2.89 0.12  0.18
O 0.83 3.30 1.29  0.18
C -0.39 0.54 0.18  -0.30
N -1.10 1.02 1.35  0.09
C -0.17 -0.98 0.34  -0.04
H -0.64 -2.83 2.75  0.09
H -0.32 -1.14 3.13  0.07
H -0.21 -2.34 4.39  0.09
H 1.68 -3.43 3.28  0.14
H 1.92 -0.49 4.03  0.08
H 2.23 -1.90 5.00  0.09
H 3.36 -1.51 3.72  0.08
H 1.79 -3.10 1.00  0.11
H 2.95 -1.94 1.59  0.12
H 2.82 0.15 0.79  0.17
H 1.23 1.00 -1.18  0.15
H 3.63 2.32 0.52  0.08
H 3.06 3.82 0.48  0.09
H -0.12 3.24 1.15  0.07
H -1.09 0.65 -0.65  0.14
H -0.53 1.02 2.18  0.09
H -1.50 1.93 1.22  0.05
H -0.91 -1.48 0.95  0.13
H -0.13 -1.49 -0.63  0.13
O 0.74 -4.09 -0.76  0.11
C 0.14 -4.07 -1.80  -0.47
O -0.81 -3.14 -2.05  0.00
C -1.42 -3.37 -3.34  -0.13
C -0.40 -4.20 -4.11  -0.14
C 0.29 -4.98 -3.00  -0.06
H -2.35 -3.92 -3.17  0.13
H -1.65 -2.42 -3.80  0.13
H -0.85 -4.81 -4.89  0.12
H 0.32 -3.53 -4.59  0.12
H -0.23 -5.92 -2.77  0.14
H 1.33 -5.19 -3.19  0.13
O -2.87 4.73 1.45  0.16
C -2.57 4.65 0.31  -0.47
O -2.00 3.50 -0.19  -0.04
C -1.63 3.69 -1.58  -0.15
C -2.51 4.84 -2.07  -0.14
C -2.68 5.67 -0.80  -0.06
H -0.57 3.94 -1.62  0.13
H -1.80 2.76 -2.11  0.12
H -2.07 5.38 -2.90  0.12
H -3.48 4.45 -2.39  0.12
H -1.88 6.40 -0.67  0.14
H -3.64 6.19 -0.74  0.13



# C16H31BNO2PZn

C16H31BNO2PZn as an isolated structure in a non-equilibrium geometry (wB97M-V/def2-TZVPD, OMol25).

Summary:
LUMO (eV): -10.4
Calculated total energy (eV): -81042.604
Gap between HOMO and LUMO (eV): 2.887
Net charge: +2

Last column: Löwdin charge in e.
Positions of all 53 atoms, in Å:
C 3.76 -1.27 -0.23  -0.06
C 2.37 -1.92 -0.06  -0.22
C 1.51 -2.00 -1.33  -0.33
C 2.24 -1.74 -2.64  -0.07
P -0.16 -0.87 -1.24  1.19
C -1.77 0.32 -1.40  -0.21
O -2.15 0.34 -2.69  -0.15
C -1.69 1.46 -3.46  -0.20
C -0.94 -1.94 0.11  -0.18
C -1.42 -1.19 1.31  -0.30
C -0.60 -0.61 2.25  -0.06
C -1.09 0.02 3.34  -0.03
C -2.45 0.12 3.56  -0.23
C -2.94 0.81 4.80  -0.01
C -3.28 -0.44 2.61  -0.02
C -2.79 -1.09 1.53  -0.05
B 0.94 0.76 -0.97  -0.69
O 1.37 1.35 -2.13  0.16
N 1.27 1.25 0.32  -0.07
C 2.55 2.04 0.28  -0.02
C 0.23 2.21 0.83  -0.03
H 4.07 -0.91 0.75  0.09
H 4.50 -2.02 -0.50  0.10
H 3.78 -0.44 -0.92  0.06
H 2.55 -2.96 0.23  0.14
H 1.85 -1.47 0.78  0.08
H 1.10 -3.01 -1.40  0.13
H 2.75 -0.78 -2.70  0.08
H 2.93 -2.58 -2.78  0.13
H 1.54 -1.77 -3.48  0.09
H -0.40 -1.28 -2.56  0.10
H -1.61 1.33 -1.02  0.11
H -2.60 -0.14 -0.84  0.13
H -0.71 1.23 -3.94  -0.09
H -2.40 1.58 -4.28  -0.01
H -1.69 2.41 -2.91  0.12
H -1.82 -2.42 -0.34  0.12
H -0.29 -2.75 0.44  0.12
H 0.48 -0.66 2.16  0.11
H -0.40 0.47 4.04  0.13
H -3.47 0.08 5.43  0.10
H -3.58 1.67 4.60  0.10
H -2.08 1.13 5.38  0.08
H -4.35 -0.35 2.76  0.14
H -3.50 -1.52 0.83  0.13
H 0.89 2.18 -2.27  0.14
H 3.00 2.01 1.27  0.11
H 3.27 1.63 -0.43  0.08
H 2.35 3.09 0.07  0.10
H 0.55 2.57 1.81  0.11
H 0.11 3.05 0.13  0.11
H -0.72 1.69 0.92  0.07
Zn -1.03 1.33 -6.00  0.56